Formula: C11H10ClNOV
Source: the OMol25 dataset
Level of theory: ωB97M-V/def2-TZVPD

Cartesian coordinates (Å):
C: 0.99753 -1.65200 1.39917
C: 1.04925 -1.85522 -0.02622
C: -0.29962 -1.94718 -0.48759
H: 1.92522 -2.07454 -0.64438
C: -1.17407 -1.76786 0.61379
C: -0.37863 -1.60809 1.79001
H: -0.76764 -1.61553 2.80196
H: 1.87019 -1.63407 2.05009
H: -0.62928 -2.30005 -1.46801
H: -2.25751 -1.81825 0.55635
V: 0.22958 0.40653 0.00995
Cl: 2.17528 1.09236 1.08875
C: 0.05317 2.33087 -0.96566
C: -1.16997 1.62123 -1.19099
C: -0.87029 0.44191 -1.92460
H: -2.16657 1.96260 -0.92689
C: 0.54691 0.38161 -2.10660
C: 1.12634 1.56985 -1.55880
H: 2.15958 1.85891 -1.62308
H: 0.15496 3.28368 -0.47242
H: -1.62024 -0.24156 -2.33526
H: 1.10596 -0.39321 -2.61986
O: -0.59570 1.40225 3.86916
C: -0.68325 1.31757 2.68806
N: -0.78119 1.23819 1.48307

Computed properties:
Energy above the lowest of the compared OMol25 structures with the same formula, charge and spin ... 0.00 kJ/mol
Spin multiplicity ... 2
Gap between HOMO and LUMO (spin up / spin down) ... 7.45 / 8.22 eV
DFT total energy ... -53317.0052 eV


Formula: C21H51Cl3IN8O4P2
Source: the OMol25 dataset
Level of theory: ωB97M-V/def2-TZVPD

Cartesian coordinates (Å):
C: -0.62785 4.90922 -2.93380
C: -0.28829 3.64029 -2.14529
C: 0.51623 3.82025 -0.78958
Cl: 0.52237 5.60130 -0.40624
N: 1.83894 3.21003 -1.01202
I: 3.03355 4.71427 -1.82508
C: 2.47166 2.60107 0.19736
C: 3.82323 1.98660 -0.26155
N: 3.79572 1.38181 -1.60529
C: 2.78795 3.73510 1.25963
O: 1.81817 4.08000 1.98327
O: 3.94616 4.19819 1.35554
C: 1.59423 1.58456 0.96571
Cl: 2.45408 1.06449 2.46077
C: 1.12093 0.28825 0.27233
C: 2.17246 -0.81772 0.03424
Cl: 0.22830 0.55420 -1.27419
H: -1.39955 5.51882 -2.46955
H: -1.07246 4.57337 -3.88312
H: 0.24100 5.49677 -3.21933
H: -1.23487 3.14183 -1.92289
H: 0.30261 2.99511 -2.79345
H: -0.08634 3.35201 -0.02229
H: 4.13779 1.19609 0.42016
H: 4.61532 2.72849 -0.26065
H: 2.88679 1.02710 -1.85481
H: 4.16106 2.00570 -2.30477
H: 0.70698 2.07695 1.35183
H: 0.38330 -0.15191 0.94071
H: 1.75233 -1.76815 0.37159
H: 2.37906 -0.95300 -1.02473
H: 3.09909 -0.68363 0.58185
O: -4.89231 3.59686 -2.92794
P: -5.83592 2.42497 -3.06082
N: -4.86168 1.18598 -2.36031
C: -3.61728 0.75236 -2.96964
C: -4.66697 1.38722 -0.92703
N: -5.93577 2.43705 -4.79131
C: -5.35833 1.44037 -5.66075
C: -5.86722 3.75081 -5.42239
N: -7.22159 1.40286 -3.00268
C: -7.26919 -0.02148 -2.73511
C: -8.46016 1.93586 -3.55295
H: -3.18843 -0.07017 -2.39322
H: -2.87164 1.55517 -3.03362
H: -3.77360 0.33782 -3.96383
H: -5.62635 1.58662 -0.43702
H: -3.99709 2.22967 -0.71827
H: -4.25421 0.48752 -0.46635
H: -4.27127 1.56058 -5.76085
H: -5.79413 1.51528 -6.66198
H: -5.57620 0.42610 -5.32122
H: -4.83261 4.09604 -5.54467
H: -6.40109 4.49372 -4.83246
H: -6.34254 3.72036 -6.40716
H: -6.74837 -0.60012 -3.50229
H: -8.30638 -0.36696 -2.70714
H: -6.85043 -0.27306 -1.76346
H: -8.62935 1.56796 -4.57052
H: -8.43475 3.02507 -3.58802
H: -9.31867 1.66193 -2.93328
O: 3.38359 -3.57533 2.15762
P: 4.03420 -4.34321 3.28494
N: 2.61282 -4.94895 4.06440
C: 1.65336 -4.06253 4.69548
C: 1.91683 -5.93158 3.24362
N: 4.81010 -3.00067 4.04425
C: 4.42639 -2.43033 5.31445
C: 5.28485 -1.94616 3.14898
N: 5.02157 -5.41702 4.20308
C: 4.64724 -6.20825 5.35858
C: 6.46101 -5.32848 3.99688
H: 0.86349 -4.65393 5.16587
H: 1.18999 -3.36046 3.98997
H: 2.09992 -3.49672 5.51019
H: 2.62130 -6.68163 2.86846
H: 1.42168 -5.46904 2.38050
H: 1.16848 -6.46491 3.83489
H: 3.52374 -1.81095 5.23130
H: 5.22911 -1.79553 5.69995
H: 4.26680 -3.19707 6.07611
H: 4.48203 -1.25018 2.88211
H: 5.68670 -2.36908 2.22956
H: 6.09326 -1.38006 3.61831
H: 4.36176 -5.58273 6.20824
H: 5.48517 -6.83496 5.67612
H: 3.83287 -6.89633 5.14190
H: 6.93502 -4.73254 4.78339
H: 6.69004 -4.86407 3.03798
H: 6.92022 -6.32114 3.98284

Computed properties:
Gap between HOMO and LUMO ... 6.30 eV
Total charge ... -1
DFT total energy ... -106958.4824 eV


Look up the DFT total energy of the first one.
-53317.0052 eV


Number 1 is which compound?
C11H10ClNOV


What is the DFT total energy in the first record?
-53317.0052 eV


The lowest DFT total energy belongs to which entry?
C21H51Cl3IN8O4P2